{"formula": "C7H16O", "method": "the ωB97M-V functional and the def2-TZVPD basis", "species": ["O", "H", "H", "C", "H", "H", "H", "H", "H", "H", "C", "H", "C", "H", "C", "H", "H", "C", "C", "C", "H", "H", "H", "H"], "coordinates": [[0.713, -1.666, 0.146], [2.851, -0.515, 1.197], [3.321, 1.180, 1.176], [2.680, 0.437, 0.693], [-1.665, -2.294, -0.485], [-1.243, 1.897, 1.156], [-0.139, -0.882, -2.223], [1.479, -1.845, -0.409], [-0.971, -0.559, 1.570], [-0.221, 0.846, -1.866], [1.219, 0.838, 0.777], [1.036, 1.791, 0.282], [-1.720, 1.181, 0.489], [-2.500, -0.887, -1.218], [-1.037, -0.165, 0.558], [-1.718, 1.588, -0.519], [-2.759, 1.071, 0.799], [0.298, -0.078, -1.634], [0.210, -0.411, -0.160], [-2.141, -1.336, -0.295], [1.344, 0.037, -1.920], [3.014, 0.339, -0.341], [-2.961, -1.475, 0.405], [0.911, 0.906, 1.821]], "forces_ev_per_a": [[0.0, -0.5, 0.0], [0.0, 0.0, 0.0], [0.1, 0.0, -0.1], [0.0, 0.2, 0.1], [0.2, 0.1, 0.1], [0.0, 0.1, 0.0], [0.0, -0.1, -0.1], [0.0, 0.1, 0.1], [0.1, 0.1, 0.0], [0.0, 0.1, 0.0], [-0.3, -1.9, -2.1], [0.0, 0.1, 0.0], [0.2, -0.1, 0.1], [0.0, 0.1, 0.0], [-3.9, -3.7, -2.4], [0.0, 0.0, -0.1], [0.0, 0.0, 0.0], [0.0, -0.1, 0.3], [3.2, 3.8, 2.3], [1.1, 2.0, 2.0], [0.0, 0.0, -0.1], [0.0, 0.0, -0.1], [-0.2, -0.1, -0.2], [-0.3, -0.2, -0.1]], "spin_multiplicity": 1, "orbital_gap_ev": 9.36, "smiles": "CC[C@@](C)(O)C(C)C", "e_lumo_ev": 0.938}

=====

{"formula": "C4H4O", "method": "the ωB97M-V functional and the def2-TZVPD basis", "species": ["H", "C", "C", "H", "C", "H", "C", "O", "H"], "coordinates": [[-1.766, -2.783, -0.396], [0.703, -0.019, -0.259], [-0.252, -1.089, -0.273], [0.786, 0.695, -1.075], [-1.055, -1.989, -0.329], [0.807, 2.250, 0.175], [0.302, 1.312, 0.454], [1.187, 0.396, 0.996], [-0.746, 1.355, 0.700]], "forces_ev_per_a": [[0.2, 0.1, 0.1], [-1.5, 1.6, 0.0], [-0.5, -0.4, -0.3], [2.0, -1.5, -1.4], [0.5, 0.5, 0.0], [-0.5, -0.4, -0.2], [-0.5, 0.2, 0.9], [0.5, 0.0, 0.1], [0.0, 0.0, 0.9]], "spin_multiplicity": 1, "orbital_gap_ev": 10.18, "smiles": "C#C[C@H]1CO1", "e_lumo_ev": 1.035}

=====

{"formula": "C3H10N2O", "method": "the ωB97M-V functional and the def2-TZVPD basis", "species": ["H", "C", "N", "H", "C", "H", "C", "H", "N", "H", "H", "H", "O", "H", "H", "H"], "coordinates": [[-0.372, 0.604, 1.915], [2.095, -0.779, -0.147], [-1.290, 0.276, 1.750], [-0.899, 0.025, -0.341], [2.669, 0.175, -1.154], [3.800, 0.114, -1.166], [-1.605, -0.166, 0.445], [-2.974, -0.297, -0.942], [-2.938, 0.233, -0.056], [2.448, -0.135, -2.154], [2.264, -1.875, -0.264], [-1.795, -1.263, 0.397], [1.577, -0.332, 0.863], [-2.023, 0.916, 2.078], [2.273, 1.313, -0.928], [-3.230, 1.191, -0.296]], "forces_ev_per_a": [[0.8, 0.4, -0.1], [0.2, 1.3, 1.5], [-1.7, 0.5, 0.7], [1.1, 0.5, 0.0], [0.3, 2.2, 0.5], [-1.1, 0.3, 0.5], [-1.4, -1.1, -1.2], [-0.6, 0.5, 0.6], [-0.8, -0.3, -0.9], [-0.6, 0.0, -0.8], [-0.2, 0.3, -0.2], [0.7, 0.2, 0.4], [0.2, -1.0, -0.9], [0.7, -0.4, 0.0], [1.2, -3.1, -0.6], [1.1, -0.3, 0.4]], "spin_multiplicity": 1, "orbital_gap_ev": 9.21, "smiles": "CC=O.NCN", "e_lumo_ev": 0.816}

=====

{"formula": "C7H8AuClO4", "method": "the ωB97M-V functional and the def2-TZVPD basis", "species": ["C", "C", "C", "Au", "C", "O", "H", "O", "H", "H", "O", "H", "H", "C", "C", "Cl", "H", "O", "H", "C", "H"], "coordinates": [[-0.601, 0.406, 2.725], [0.442, 1.429, -1.068], [1.730, -0.001, 1.033], [-0.012, 0.020, -1.977], [0.449, 0.565, 0.869], [-1.729, -0.767, -1.544], [-0.499, -0.748, 2.346], [-2.018, -2.170, -0.152], [0.369, 2.608, -1.719], [2.919, -0.536, -0.464], [-2.887, -3.078, -2.160], [2.291, 1.212, -2.010], [-0.875, 2.640, 0.878], [1.981, -0.153, -0.240], [1.596, 0.679, -1.217], [-1.986, -2.183, -1.528], [-0.304, 0.632, 3.595], [-0.455, -2.127, -1.761], [1.683, -0.845, 1.686], [-0.262, 1.763, 0.321], [-1.830, 0.656, 2.385]], "forces_ev_per_a": [[-7.0, -5.4, -9.5], [-0.9, 16.0, 4.4], [-5.7, -0.9, 1.3], [-3.3, -7.4, -7.7], [-4.0, 7.3, 4.3], [-6.5, 6.6, -4.2], [-0.1, 2.8, 1.4], [-2.3, -4.0, 4.2], [0.3, -3.6, 1.6], [1.6, -2.0, -0.5], [1.9, 2.1, -0.8], [-0.8, -1.9, 1.6], [1.3, -2.4, -1.9], [6.4, -1.0, -1.1], [4.0, 5.3, -3.7], [0.6, -3.0, 3.9], [2.9, 2.3, 6.3], [2.0, -4.8, -2.7], [1.4, -0.2, 1.1], [4.1, -5.4, 0.7], [4.1, -0.2, 1.2]], "spin_multiplicity": 3, "orbital_gap_ev": [8.56, 6.28], "s2": 2.02, "charge": 2, "e_lumo_ev": [-9.030, -11.793]}

=====

For the records above, the corresponding DFT total energy values read -9564.5572, -6255.1595, -8299.2514, -31746.9461 eV.